A structure of composition C36H28CoN4O2P2SeTe at a distorted geometry, computed with wB97M-V/def2-TZVPD.

Strongest force on any atom (Eh/bohr): 0.0290
Energy above the lowest of the compared OMol25 structures with the same formula, charge and spin (kJ/mol): 231.4
Spin multiplicity: 4
LUMO energy (spin up / spin down) (eV): -0.146 / -1.198
HOMO (spin up / spin down) (eV): -7.5 / -7.6
<S²>: 3.7820
Kohn-Sham gap (spin up / spin down) (eV): 7.346 / 6.414

Structure (XYZ):
```
75
Properties=species:S:1:pos:R:3:forces:R:3:lowdin_charge:R:1
Co 0.053 0.339 0.204 -0.276 -1.004 0.615 0.29
Te -0.492 0.301 4.310 -0.181 0.136 -0.065 1.28
C -1.946 1.091 5.639 0.059 -0.149 -0.004 -0.53
C -2.949 0.279 6.154 0.025 0.040 0.092 -0.14
C -3.859 0.834 7.045 0.054 0.158 0.010 -0.14
N -3.820 2.106 7.444 0.075 -0.044 -0.107 0.06
C -2.841 2.867 6.955 -0.125 -0.113 0.024 -0.14
C -1.881 2.410 6.060 -0.046 0.051 -0.018 -0.12
C -1.461 0.902 2.496 0.694 -0.311 -0.578 -0.85
P -0.867 2.326 1.559 -0.141 0.365 0.580 0.93
C -0.653 3.637 2.836 0.103 -0.020 -0.035 -0.40
C 0.546 3.916 3.493 -0.083 0.095 -0.004 -0.11
C 0.622 4.963 4.405 -0.001 -0.103 -0.037 -0.08
C -0.500 5.734 4.680 0.010 -0.023 0.018 -0.09
C -1.700 5.456 4.039 -0.025 -0.034 -0.016 -0.09
C -1.773 4.421 3.118 0.015 -0.028 -0.020 -0.11
C 0.952 2.019 1.158 0.269 0.126 0.204 -0.44
C 1.564 3.019 0.381 -0.014 -0.051 0.007 -0.11
C 2.893 2.927 0.017 0.032 0.019 -0.016 -0.07
C 3.638 1.798 0.361 -0.026 0.075 -0.001 -0.06
C 3.055 0.790 1.101 -0.045 -0.196 0.039 -0.05
C 1.719 0.881 1.509 0.624 1.120 0.368 -0.18
P -1.822 -0.467 1.369 -0.787 0.694 0.326 0.93
C -3.020 0.193 0.136 0.123 -0.121 -0.094 -0.33
C -2.557 0.210 -1.291 0.227 -0.453 -0.173 -0.55
C -3.493 0.852 -2.362 0.074 0.168 0.050 -0.47
C -4.815 1.332 -1.834 0.155 -0.030 -0.084 -0.01
C -5.150 1.214 -0.556 -0.030 0.030 0.208 -0.05
C -4.232 0.648 0.445 -0.198 0.160 -0.033 -0.06
C -2.781 -1.646 2.380 0.124 -0.171 -0.128 -0.36
C -3.688 -1.156 3.319 -0.054 -0.023 -0.066 -0.14
C -4.446 -2.031 4.080 -0.048 -0.050 -0.047 -0.09
C -4.295 -3.404 3.923 0.029 0.043 -0.008 -0.08
C -3.387 -3.896 2.998 0.016 0.006 -0.045 -0.07
C -2.631 -3.022 2.224 -0.001 0.043 -0.063 -0.07
H -3.022 -0.762 5.870 0.012 0.066 0.065 0.08
H -4.661 0.229 7.457 0.032 -0.001 0.004 0.10
H -2.823 3.899 7.291 0.014 -0.010 0.011 0.11
H -1.109 3.076 5.703 0.020 0.033 -0.023 0.07
H 1.430 3.326 3.285 -0.020 -0.019 0.029 0.10
H 1.562 5.169 4.904 -0.045 0.005 -0.013 0.11
H -0.438 6.551 5.388 0.000 -0.028 -0.021 0.10
H -2.579 6.054 4.248 0.008 -0.009 -0.007 0.10
H -2.705 4.216 2.602 0.001 0.025 0.016 0.10
H 0.979 3.889 0.099 0.004 -0.037 -0.047 0.11
H 3.357 3.732 -0.542 -0.035 -0.051 -0.003 0.11
H 4.673 1.718 0.057 -0.012 -0.001 0.004 0.11
H 3.632 -0.080 1.388 -0.028 0.018 -0.043 0.12
H 1.368 0.167 2.239 -0.261 -0.255 -0.114 0.05
H -0.450 0.229 -1.575 -0.645 -0.478 -1.259 0.09
H -3.382 -0.127 -4.205 0.336 -0.005 0.040 0.05
H -5.498 1.747 -2.569 0.026 0.001 0.065 0.12
H -6.119 1.557 -0.213 0.038 -0.056 -0.011 0.10
H -4.572 0.628 1.474 0.003 -0.014 -0.034 0.10
H -3.787 -0.087 3.467 0.020 -0.008 -0.001 0.09
H -5.154 -1.641 4.801 0.024 -0.005 -0.013 0.11
H -4.882 -4.085 4.527 0.007 0.011 -0.031 0.10
H -3.266 -4.965 2.870 0.011 0.040 0.008 0.11
H -1.932 -3.409 1.494 0.011 0.008 -0.021 0.09
Se -2.653 -1.526 -2.253 -0.087 0.291 -0.246 1.12
N -1.243 0.866 -1.437 0.496 -0.142 0.388 0.01
C -1.338 1.868 -2.429 -0.127 0.194 0.126 -0.19
C -0.334 2.718 -2.852 0.041 -0.010 0.022 -0.01
C -0.649 3.675 -3.813 0.043 -0.052 0.025 -0.08
C -1.935 3.779 -4.326 -0.116 -0.021 -0.024 -0.08
C -2.935 2.911 -3.891 0.029 -0.009 -0.006 -0.01
C -2.625 1.951 -2.946 -0.105 -0.103 -0.017 -0.10
N -3.716 -0.296 -3.265 -0.580 -0.002 0.007 -0.24
H 0.667 2.642 -2.443 -0.031 0.020 -0.014 0.10
H 0.122 4.351 -4.160 -0.003 0.000 0.003 0.10
H -2.163 4.533 -5.069 0.025 -0.025 0.035 0.10
H -3.939 2.980 -4.297 0.040 0.017 0.013 0.12
O -0.917 -2.593 -0.692 -0.979 -0.374 0.217 -0.28
N 0.279 -2.577 -0.533 0.630 0.095 -0.099 -0.20
O 0.804 -1.413 -0.491 0.575 0.488 0.071 -0.22
```
Forces are in eV/Å.